1.
Entry from the OMol25 dataset: a structure of composition C14H21F6NO5S2Ti in a non-equilibrium geometry (wB97M-V/def2-TZVPD).

## Properties
frontier orbital gap	7.9	eV
HOMO level	-16.6	eV
net charge	+2
energy relative to the best compared isomer or geometry (same formula, charge and spin)	31.5	kcal/mol

```
50
Properties=species:S:1:pos:R:3:lowdin_charge:R:1
Ti 0.15302 -0.38243 -0.20512 1.185
C 0.11682 1.52727 1.13488 -0.211
C 1.00142 1.66867 0.01678 -0.239
C 2.07792 0.71737 0.17778 -0.244
C 1.79242 -0.08003 1.33438 -0.232
C 0.53592 0.37117 1.87448 -0.242
C -0.15158 -0.13593 3.09988 0.022
C 2.74782 -1.01543 2.01028 0.024
C 3.38392 0.83057 -0.53912 0.011
C 0.97962 2.72407 -1.04002 0.025
C -0.96898 2.44657 1.55028 0.026
H 0.07272 0.51937 3.94658 0.124
H 0.16592 -1.14513 3.36228 0.094
H -1.23428 -0.12953 2.95548 0.100
H 3.57802 -0.42633 2.41008 0.122
H 3.17082 -1.75613 1.33148 0.094
H 2.27642 -1.52403 2.84848 0.093
H 3.88782 1.72627 -0.16732 0.124
H 3.26002 0.96257 -1.61392 0.103
H 4.04252 -0.01103 -0.34322 0.091
H 1.80052 3.42897 -0.88252 0.120
H 0.04952 3.28637 -1.02462 0.086
H 1.10792 2.28457 -2.03462 0.108
H -1.87558 1.89937 1.80928 0.100
H -1.19838 3.17367 0.77728 0.089
H -0.64948 2.99367 2.44328 0.129
F -1.62808 -3.25103 -0.83772 0.158
C -2.36848 -2.30673 -0.24962 -0.571
F -1.66108 -2.01243 0.89698 0.095
F -3.53248 -2.77063 0.04728 0.259
S -2.10688 -0.69933 -1.25242 0.764
O -1.64768 0.18897 -0.14862 -0.367
O -0.77268 -1.06753 -1.80202 -0.315
N -3.03948 -0.18373 -2.33862 -0.206
S -4.33028 0.42807 -1.50682 0.731
O -5.56638 0.42497 -2.15492 -0.146
O -4.10318 -0.25943 -0.25332 -0.304
C -3.70348 2.19627 -1.22202 -0.630
F -3.83578 2.52817 0.04958 0.178
F -2.37448 2.19237 -1.49032 0.093
F -4.27208 3.08617 -1.98922 0.217
C 2.14932 -1.95383 -1.93852 -0.025
C 1.44452 -2.96863 -1.05722 -0.175
O 0.85362 -2.26573 0.07848 -0.172
H 2.34572 -2.40433 -2.91112 0.122
H 3.10182 -1.65973 -1.49912 0.084
H 1.50442 -1.06883 -2.11152 0.069
H 2.16282 -3.70383 -0.67362 0.151
H 0.65132 -3.48663 -1.60852 0.130
H 0.60632 -2.93733 0.74068 0.162
```

***

2.
Entry from the OMol25 dataset: the ion CH2O6S2 with charge -2 in a non-equilibrium geometry (wB97M-V/def2-TZVPD).

## Properties
frontier orbital gap	5.8	eV
HOMO level	0.5	eV
net charge	-2
energy relative to the best compared isomer or geometry (same formula, charge and spin)	37.2	kcal/mol

```
11
Properties=species:S:1:pos:R:3:lowdin_charge:R:1
C -0.83827 1.67125 0.46518 -0.747
O -1.84483 -0.26050 -1.35942 -0.606
O 0.76006 -3.19745 -0.55678 -0.558
O 0.23164 1.49522 1.44109 -0.160
O 0.37427 -0.75062 -0.09368 -0.721
O 2.61238 -1.77132 -0.66104 -0.561
O -0.57041 2.35548 -0.53904 -0.159
S -1.19123 -0.31073 -0.02094 0.785
S 1.19749 -1.90171 -1.10217 0.595
H -1.72406 1.71430 1.22188 0.090
H 0.99295 0.95607 1.20492 0.042
```

***

3.
Entry from the OMol25 dataset: an isolated molecule of C5H13N2O in a non-equilibrium geometry (wB97M-V/def2-TZVPD).

## Properties
frontier orbital gap (spin up / spin down)	4.4 / 9.6	eV
HOMO level (spin up / spin down)	-3.7 / -8.9	eV
energy relative to the best compared isomer or geometry (same formula, charge and spin)	70.5	kcal/mol
multiplicity	2

```
21
Properties=species:S:1:pos:R:3:lowdin_charge:R:1
C 2.72459 -0.70481 -0.13439 -0.250
O 3.85691 -0.14401 -0.80068 -0.079
C 1.44230 -0.11809 -0.68760 -0.166
C 0.53479 0.57390 0.34000 -0.144
C -0.94816 0.48278 0.10605 -0.378
C -1.62133 -0.65774 0.02360 -0.213
N -3.07143 -0.71777 0.26420 -0.005
N -1.65367 1.67478 0.18591 0.095
H 2.81567 -0.54878 0.94431 0.114
H 2.76775 -1.78883 -0.28618 0.115
H 4.54179 0.18129 -0.19751 0.087
H 1.61834 0.56738 -1.49982 0.116
H 0.85138 -0.85836 -1.20549 0.097
H 0.84494 1.62191 0.41704 0.115
H 0.68284 0.20864 1.36523 0.120
H -1.17754 -1.59904 -0.22906 0.088
H -3.63830 -0.33875 -0.55470 0.035
H -3.37948 -1.70509 0.39811 0.052
H -3.32068 -0.32392 1.20674 0.061
H -1.36839 2.48518 0.69989 0.089
H -2.50230 1.70934 -0.35565 0.048
```

***

4.
Entry from the OMol25 dataset: an isolated molecule of C10H9NO in a non-equilibrium geometry (wB97M-V/def2-TZVPD).

## Properties
frontier orbital gap	7.8	eV
HOMO level	-8.1	eV
SMILES	O=Cc1ccccccccn1
energy relative to the best compared isomer or geometry (same formula, charge and spin)	131.8	kcal/mol

```
21
Properties=species:S:1:pos:R:3:lowdin_charge:R:1
O -1.15322 -2.51285 -0.33418 0.094
C -0.58376 -1.91301 0.52209 -0.299
C -0.81975 -0.56697 1.00998 -0.373
C -1.97775 0.01456 0.32427 0.031
C -2.06817 -0.04692 -1.05103 -0.064
C -1.08088 -0.23327 -2.09624 -0.068
C 0.25576 -0.19185 -1.79609 -0.062
C 0.82759 -0.25555 -0.44153 -0.137
C 1.51370 0.75314 0.17913 -0.102
C 1.77842 0.74770 1.54796 -0.112
C 0.92385 0.10280 2.42950 -0.096
N -0.33945 -0.18222 2.04972 0.125
H 0.10342 -2.41600 1.19393 0.138
H -2.74705 0.29747 0.91213 0.077
H -3.01019 0.21551 -1.36117 0.073
H -1.47024 -0.12003 -3.15323 0.125
H 1.00067 0.02314 -2.55201 0.107
H 1.12698 -1.33095 -0.11839 0.155
H 1.58566 1.78797 -0.19908 0.130
H 2.63354 1.42061 1.97556 0.139
H 1.19043 0.16735 3.49951 0.118
```